No. 1
DFT (ωB97M-V with the def2-TZVPD basis set) results for a structure of composition C8H15N2P in a non-equilibrium geometry.

Results
total energy: -764.58131 hartree
strongest force on any atom: 4.5 eV/A
HOMO: -8.5 eV
ΔE to the lowest compared entry with this formula, charge and spin: 33.80 kcal/mol
multiplicity: 1
net charge: 0
Kohn-Sham gap: 9.38 eV

Geometry as XYZ:
```
26
C8H15N2P (ωB97M-V with the def2-TZVPD basis set)
C -1.833 0.550 0.161
C -2.361 -0.696 0.233
C -2.496 1.954 -0.079
C -3.773 -1.131 -0.041
C 2.990 -0.976 1.144
C 2.675 -0.514 -1.350
C 2.155 1.199 0.297
C 2.593 -0.037 0.015
N -0.487 0.607 0.148
N 0.138 -0.564 0.205
P -0.945 -1.744 0.319
H -3.102 1.767 -1.003
H -1.733 2.597 -0.384
H -3.172 2.232 0.687
H -4.134 -0.466 -0.855
H -4.284 -1.252 0.869
H -3.681 -2.106 -0.520
H 2.441 -1.892 1.306
H 4.029 -1.271 0.905
H 2.979 -0.425 2.083
H 2.246 0.005 -2.153
H 1.924 -1.414 -1.176
H 3.535 -1.045 -1.628
H 1.840 1.339 1.373
H 2.209 2.011 -0.500
H 0.246 1.271 -0.055
```

No. 2
DFT (ωB97M-V with the def2-TZVPD basis set) results for a cluster of 2 separate species, C11H20Cl2NP in total.

Results
total energy: -1747.56436 hartree
strongest force on any atom: 0.5 eV/A
HOMO: -8.1 eV
SMILES string: CCN[PH2](C)Cc1ccccc1.ClCCl
multiplicity: 1
net charge: 0
Kohn-Sham gap: 8.96 eV

Geometry as XYZ:
```
35
C11H20Cl2NP (ωB97M-V with the def2-TZVPD basis set)
C -2.616 -1.236 3.082
C -3.428 -0.723 1.896
N -3.367 -1.646 0.761
P -1.691 -1.860 0.082
C -2.373 -2.431 -1.523
C 0.175 -1.986 -0.552
C 0.818 -0.640 -0.601
C 0.485 0.269 -1.604
C 1.024 1.546 -1.622
C 1.908 1.949 -0.628
C 2.245 1.061 0.379
C 1.706 -0.217 0.391
H -1.548 -1.035 2.977
H -2.949 -0.777 4.013
H -2.740 -2.318 3.159
H -3.103 0.291 1.616
H -4.471 -0.633 2.212
H -3.914 -1.235 0.008
H -1.395 -0.509 0.427
H -1.444 -2.868 1.024
H -2.292 -1.613 -2.239
H -1.798 -3.284 -1.872
H -3.411 -2.731 -1.410
H 0.191 -2.421 -1.553
H 0.728 -2.633 0.131
H -0.202 -0.036 -2.388
H 0.763 2.240 -2.414
H 2.326 2.947 -0.647
H 2.935 1.358 1.160
H 1.973 -0.913 1.179
Cl 3.632 5.250 -1.234
C 5.188 4.411 -1.205
Cl 5.506 3.649 0.357
H 5.171 3.639 -1.965
H 5.969 5.136 -1.399
```

No. 3
DFT (ωB97M-V with the def2-TZVPD basis set) results for the molecule C21H21FN4O3S in a non-equilibrium geometry.

Results
total energy: -1755.63075 hartree
strongest force on any atom: 1.7 eV/A
HOMO: -8.5 eV
ΔE to the lowest compared entry with this formula, charge and spin: 46.34 kcal/mol
SMILES string: Cc1ccc([C@@H](C(=O)NC2CCCC2)N(C(=O)c2csnn2)c2cccc(F)c2)o1
multiplicity: 1
net charge: 0
Kohn-Sham gap: 8.55 eV

Geometry as XYZ:
```
51
C21H21FN4O3S (ωB97M-V with the def2-TZVPD basis set)
C -4.712 1.673 0.857
C -3.401 0.978 0.931
C -2.846 0.188 1.893
C -1.567 -0.191 1.415
C -1.431 0.394 0.188
C -0.340 0.386 -0.828
C 0.978 1.114 -0.434
O 1.875 1.181 -1.245
N 0.983 1.685 0.776
C 2.188 2.229 1.370
C 1.863 3.513 2.160
C 2.223 3.217 3.621
C 2.169 1.695 3.724
C 2.772 1.246 2.397
N 0.022 -0.975 -1.226
C 0.840 -1.680 -0.415
O 1.186 -1.275 0.683
C 1.333 -2.980 -0.925
C 1.956 -3.918 -0.126
S 2.432 -5.222 -1.101
N 1.815 -4.475 -2.457
N 1.298 -3.363 -2.217
C -0.513 -1.458 -2.443
C -1.451 -2.484 -2.433
C -1.990 -2.936 -3.624
C -1.614 -2.362 -4.826
C -0.690 -1.333 -4.810
F -0.327 -0.766 -5.977
C -0.131 -0.863 -3.638
O -2.547 1.104 -0.108
H -5.277 1.488 1.766
H -4.567 2.746 0.738
H -5.284 1.316 0.001
H -3.288 -0.091 2.828
H -0.848 -0.814 1.905
H -0.717 0.896 -1.722
H 0.249 1.427 1.420
H 2.876 2.406 0.541
H 0.799 3.733 2.063
H 2.415 4.368 1.776
H 3.238 3.558 3.831
H 1.548 3.711 4.319
H 2.718 1.315 4.584
H 1.133 1.358 3.803
H 2.523 0.219 2.133
H 3.857 1.347 2.428
H 2.132 -3.871 0.928
H -1.746 -2.924 -1.493
H -2.712 -3.737 -3.617
H -2.023 -2.700 -5.765
H 0.603 -0.072 -3.650
```